Entry from the Open Molecules 2025 dataset: a 9-piece molecular cluster, C71H155N9O9 overall at a distorted geometry (ωB97M-V with the def2-TZVPD basis set).

The calculation puts the HOMO energy at -8.331 eV. Its lowest unoccupied orbital energy is 0.5 eV. For the max |F|, the calculation gives 0.081 Eh/bohr. Its SMILES is CC1(C)CCCC(C)(C)N1O.CC1(C)CCCC(C)(C)N1O.CC1(C)CCCC(C)(C)N1O.CC1(C)CCCC(C)(C)N1O.CC1(C)CCCC(C)(C)N1O.CC1(C)CCCC(C)(C)N1O.CC1(C)CCCC(C)(C)N1O.COC[C@H](C)N.COC[C@H](C)N.

The geometry in ORCA input format:
```
! RIJCOSX wB97M-V def2-TZVPD def2/J DEFGRID3
* xyz 0 1
O -2.16 -4.33 -1.74
O -0.32 7.06 -2.36
O -0.02 0.66 -3.92
O -6.43 2.85 1.38
O 3.56 -5.36 0.33
O 5.90 4.00 0.85
O -0.67 1.58 1.45
O 3.75 2.56 -3.14
O 4.01 -4.08 3.08
N -2.40 -5.54 -0.93
N -1.64 -0.93 2.45
N -1.31 6.22 -1.78
N -7.12 1.90 0.52
N 3.18 -2.84 3.13
N -1.30 0.11 -4.10
N 3.95 1.20 0.33
N 3.40 -5.52 -1.08
N 5.24 4.22 2.07
C -3.46 6.14 -0.69
C 3.01 -0.57 3.80
C -7.34 2.58 -0.76
C 3.39 2.10 -1.81
C 0.29 4.36 -1.58
C 1.99 -5.26 -1.37
C -0.05 -1.80 -5.21
C 4.39 3.80 -3.11
C -3.11 -6.54 -1.68
C -7.33 0.27 -1.62
C 5.24 4.11 4.51
C -4.29 -4.54 0.68
C -2.91 -2.18 -3.95
C 4.52 1.67 -0.91
C -0.70 5.24 -0.87
C 4.44 -4.66 -1.71
C 4.42 5.39 4.43
C -1.76 -0.42 -2.78
C 4.35 -3.15 -1.17
C -1.85 4.44 -0.35
C 1.89 -0.90 4.76
C 4.24 -4.78 -3.21
C 0.08 5.95 0.27
C -2.91 -6.59 1.23
C 7.45 4.76 3.40
C -2.35 -6.99 -2.93
C 0.72 1.64 1.23
C -6.31 0.61 0.62
C -1.99 0.85 -1.86
C 1.85 -5.33 -2.92
C -2.07 0.35 2.94
C -2.59 -1.57 -5.29
C 5.54 6.76 1.86
C 6.14 3.94 3.24
C -2.95 7.85 -2.63
C 1.07 -2.07 4.27
C 2.12 -4.04 5.22
C 1.24 -6.39 -0.71
C 1.40 -3.84 -0.91
C -4.54 -6.13 -2.09
C 5.78 -5.25 -1.42
C 4.56 5.55 1.96
C -8.10 1.57 -1.60
C -2.42 0.25 4.43
C -0.66 -1.30 -2.06
C 1.90 -3.30 3.94
C -8.30 3.77 -0.50
C 3.97 -1.78 3.67
C -2.20 8.28 -0.39
C -3.75 -7.58 0.57
C 1.02 -4.12 2.98
C -3.08 -7.80 -0.77
C -3.04 -1.08 -2.99
C 6.53 2.49 2.95
C -2.88 -5.21 0.50
C 5.43 0.66 -1.65
C -6.05 3.06 -1.41
C -7.13 -0.34 -0.30
C -1.96 -4.29 1.21
C -4.82 0.53 0.24
C 3.62 5.63 3.19
C -2.45 7.07 -1.37
C -2.92 5.16 0.31
C 2.89 -4.45 -3.66
C 4.72 -2.15 4.91
C -1.11 -0.06 -6.57
C 3.75 5.46 0.63
C -1.27 -0.84 -5.23
C 5.00 -1.43 2.53
C -6.35 0.11 2.07
C -1.09 1.44 2.80
H -2.42 8.74 -2.97
H 2.01 -6.35 -3.20
H 4.50 -5.77 -3.47
H -9.22 3.40 -0.07
H 0.91 5.07 -2.12
H 1.90 -3.04 -1.38
H 0.15 -0.59 -1.87
H 1.40 -5.12 2.79
H -0.29 -2.68 -4.60
H -4.30 6.89 -0.38
H -1.44 9.05 -0.76
H -1.14 -1.57 -1.13
H 5.44 3.75 -2.86
H 2.69 1.32 -1.97
H 4.67 1.05 0.97
H -0.33 -2.20 -2.59
H -1.45 0.33 5.01
H 3.93 -3.06 -0.20
H 0.33 -2.31 5.05
H -1.32 -7.28 -2.73
H -0.26 3.73 -2.36
H 2.25 -1.09 5.76
H -6.71 -1.31 -0.26
H -1.02 -0.73 -7.42
H 0.91 2.12 0.31
H 5.59 1.90 2.80
H -8.21 1.89 -2.66
H 3.06 6.55 3.23
H -3.66 4.51 0.72
H 1.22 2.23 1.98
H 0.39 -1.67 3.50
H 0.25 5.18 1.07
H 2.62 -3.44 -3.40
H 2.10 -3.53 6.16
H -1.98 8.02 0.64
H -2.94 0.73 2.41
H 6.82 4.16 1.09
H -2.05 -2.82 -3.68
H 0.77 -4.98 -3.06
H 5.94 7.10 2.83
H -0.22 1.20 3.41
H 4.51 -1.28 1.57
H -3.35 -1.44 -2.02
H -5.03 -6.85 -2.71
H 0.88 -1.31 -4.94
H 0.96 -3.68 1.99
H -1.91 -6.93 1.42
H -7.05 2.94 2.13
H -2.27 -6.23 -3.66
H 1.40 -6.48 0.37
H 1.06 6.30 -0.15
H 2.73 -4.51 -4.73
H -2.78 -0.69 4.67
H -3.08 8.84 -0.27
H 1.36 -4.79 5.18
H -5.67 3.84 -0.76
H -2.40 -2.37 -6.06
H -7.96 4.57 0.10
H 4.99 -4.15 -3.65
H -3.00 -3.87 -1.74
H -6.32 0.42 -2.12
H 0.12 -2.21 -6.21
H -5.21 -5.93 -1.24
H -2.25 3.88 -1.21
H -2.01 0.62 -6.72
H 1.64 -7.40 -1.03
H 5.81 -2.24 2.43
H -6.11 -0.94 2.02
H 1.19 0.63 1.05
H 6.05 -5.32 -0.43
H -8.59 4.29 -1.48
H 0.00 7.65 -1.60
H 0.21 -6.32 -0.92
H -2.32 -1.63 2.64
H 3.84 4.48 -2.50
H 4.97 6.26 4.54
H -4.69 0.24 -0.88
H -3.87 -0.46 -3.33
H -2.31 -4.36 2.26
H -4.33 -0.22 0.85
H 3.96 -4.39 2.18
H -3.48 -0.99 -5.65
H 5.70 0.93 -2.66
H 7.94 4.35 4.25
H 3.41 -6.27 0.59
H -1.48 -0.89 1.43
H 5.15 2.52 -0.67
H 0.91 3.74 -0.95
H -3.72 -2.88 -4.03
H -5.31 2.30 -1.61
H 4.14 -2.69 5.64
H -4.46 -5.20 -2.72
H -0.18 0.49 -6.56
H -3.30 -6.38 2.23
H 6.52 -4.75 -2.01
H -2.43 5.66 1.19
H -2.60 0.59 -0.98
H 6.27 6.51 1.12
H -7.38 0.24 2.44
H 2.85 4.88 3.14
H -1.52 2.36 3.23
H 2.60 -0.32 2.84
H 5.28 -2.62 -1.38
H -3.97 8.19 -2.41
H 3.02 -4.55 5.16
H -9.15 1.42 -1.13
H 1.28 0.01 4.76
H -4.27 -3.89 1.51
H 4.81 -0.24 -1.80
H -6.36 3.44 -2.43
H -0.01 -4.16 3.35
H -3.06 7.25 -3.51
H -4.62 -4.00 -0.23
H -1.60 3.59 0.35
H 4.31 4.24 -4.09
H 5.66 -2.69 4.76
H 2.84 2.97 -1.36
H -3.53 -8.64 -1.26
H -1.08 1.40 -1.54
H 5.71 -6.24 -1.87
H 3.78 5.35 5.33
H -2.04 -8.12 -0.53
H 7.22 2.32 2.15
H 8.01 4.68 2.47
H -0.90 -4.56 1.03
H 1.46 -3.72 0.11
H 5.48 -0.48 2.80
H -2.14 -3.25 0.91
H 3.56 0.35 4.10
H -3.82 -8.52 1.17
H 4.31 5.42 -0.30
H -8.13 -0.35 0.27
H -2.93 -7.87 -3.35
H 7.23 5.75 3.65
H 5.14 -1.26 5.44
H 4.61 3.25 4.51
H -3.09 1.05 4.82
H -7.79 -0.45 -2.31
H -0.09 1.55 -4.25
H 3.19 4.47 0.62
H -3.94 5.45 -1.47
H -4.32 1.50 0.41
H 3.60 -2.64 -1.85
H -2.55 1.57 -2.45
H 6.92 2.11 3.86
H -4.81 -7.31 0.43
H -5.75 0.66 2.76
H -0.53 6.78 0.68
H -5.06 -5.33 0.90
H 5.00 7.63 1.51
H 5.73 4.00 5.46
H 0.39 -3.66 -1.18
H 2.94 6.19 0.63
H 6.28 0.37 -1.07
H 3.63 0.25 0.14
*
```


Entry from the Open Molecules 2025 dataset: C71H73Ge2N5ReS5 as an isolated structure at a distorted geometry (ωB97M-V with the def2-TZVPD basis set).

Its expectation value of S² is 3.819. The calculation puts the HOMO energy (spin up / spin down) at -6.913 / -7.660 eV. Its lowest unoccupied orbital energy (spin up / spin down) is -0.3 / -1.4 eV. For the max |F|, the calculation gives 0.034 Eh/bohr.

The geometry in ORCA input format:
```
! RIJCOSX wB97M-V def2-TZVPD def2/J DEFGRID3
* xyz 0 4
Re 0.36 -0.42 -0.05
Ge 4.09 -0.04 -1.47
Ge 3.99 0.12 1.53
S -0.93 -1.93 1.74
S 4.63 -1.61 0.14
S 1.94 -0.21 -1.98
S 4.45 1.72 -0.03
S 1.78 0.11 1.68
N -0.86 1.50 -1.42
N -1.26 -0.84 4.14
N -1.22 0.98 1.18
N -1.44 0.63 2.44
N -0.59 -1.41 -1.23
C 7.68 0.11 1.49
C -2.87 -1.69 -5.34
C 6.22 -2.82 3.43
C 6.90 -3.87 2.83
C 8.05 -2.06 -2.37
C 8.06 -2.34 1.41
C 5.96 1.42 -5.02
C 6.49 -1.51 3.02
C 7.84 -3.64 1.84
C -0.80 -3.66 -1.98
C 5.54 -6.24 -1.27
C 6.79 -2.87 -2.44
C 0.40 -4.06 -1.38
C 5.21 -3.08 4.51
C 4.52 2.51 -3.34
C -1.63 2.33 -0.70
C 1.40 4.12 2.72
C -3.74 -0.66 -5.01
C -1.20 -0.60 2.82
C 3.08 4.72 -2.43
C 1.08 3.07 3.57
C 4.51 -3.15 -3.23
C 3.20 2.70 -3.76
C -1.86 1.99 0.69
C 6.58 3.31 -2.11
C 3.73 3.46 2.82
C 4.43 1.47 4.12
C 2.49 3.80 -3.29
C 0.35 5.07 2.23
C 2.06 2.21 4.05
C 5.15 3.76 2.47
C 0.70 -5.40 -1.27
C -1.38 -5.97 -2.31
C -2.89 2.75 1.48
C -2.12 3.62 -2.68
C 5.23 1.32 -3.84
C -3.77 -0.16 -3.72
C 1.71 1.10 5.00
C 2.73 4.31 2.36
C 7.39 -1.27 1.99
C 5.03 1.73 5.35
C 6.46 -0.91 -4.94
C 3.38 2.39 3.64
C -2.26 3.43 -1.32
C 5.14 0.09 -3.20
C -2.72 -2.71 4.82
C -1.30 -2.14 4.76
C 4.48 -4.39 -2.61
C -0.72 1.69 -2.72
C 6.50 -0.12 5.02
C -2.94 -0.69 -2.75
C 3.34 -2.73 -4.06
C 4.87 0.40 3.34
C 6.72 -4.12 -1.87
C 5.66 -2.37 -3.11
C -2.03 -2.22 -4.38
C -0.18 -6.36 -1.75
C -2.06 -1.72 -3.07
C 5.14 3.44 -2.51
C 2.58 1.77 -4.77
C 5.57 -4.89 -1.92
C 2.29 5.90 -1.95
C 6.58 0.31 -5.57
C 6.06 0.93 5.80
C -1.70 -4.63 -2.43
C 5.75 -1.04 -3.75
C -1.12 -2.23 -2.05
C -1.34 2.72 -3.40
C 8.62 -4.79 1.27
C 4.40 4.54 -2.07
C 5.91 -0.39 3.79
H 8.80 -2.57 -1.78
H 5.82 2.97 2.80
H -2.08 -6.72 -2.65
H -3.36 -2.06 5.41
H 6.99 2.37 -2.47
H 6.70 -4.88 3.15
H -0.89 -2.05 5.76
H 2.45 -2.63 -3.44
H -2.86 4.10 -0.73
H 2.51 0.77 -4.36
H -4.39 -0.25 -5.77
H 6.90 -1.80 -5.38
H 3.20 1.73 -5.66
H 0.07 -7.41 -1.68
H 1.47 3.94 -3.60
H 7.16 4.13 -2.53
H -3.06 2.23 2.42
H 3.52 -1.78 -4.56
H -2.65 -4.33 -2.84
H -3.12 -2.80 3.82
H -1.33 -3.00 -4.64
H -2.62 4.44 -3.17
H -2.54 3.76 1.70
H -1.22 2.82 -4.47
H 4.88 5.26 -1.42
H 4.69 2.58 5.93
H 7.29 0.22 0.47
H 1.90 6.46 -2.79
H 7.95 -5.55 0.86
H 5.70 -6.14 -0.20
H 4.58 -6.74 -1.43
H 0.28 5.02 1.14
H -2.96 -0.33 -1.73
H 7.60 -4.51 -1.36
H 8.75 0.29 1.46
H 1.62 -5.70 -0.79
H 5.03 -4.15 4.62
H -1.51 -0.04 4.71
H -0.62 4.83 2.66
H 8.45 -1.89 -3.37
H -0.67 -2.81 4.17
H 7.13 0.40 -6.49
H 5.55 -2.68 5.46
H 2.99 5.13 1.72
H 1.44 5.57 -1.35
H 1.59 2.11 -5.04
H 0.62 6.09 2.50
H 7.86 -1.08 -1.93
H -2.70 -3.69 5.28
H 2.91 6.56 -1.35
H 6.67 3.34 -1.03
H 1.07 -3.30 -1.01
H 3.57 -4.98 -2.69
H 7.22 0.87 2.11
H 3.14 -3.48 -4.82
H 7.32 -0.75 5.36
H 4.26 -2.60 4.27
H 1.90 0.13 4.55
H -0.09 0.97 -3.23
H 2.32 1.16 5.90
H 5.26 3.90 1.40
H -3.82 2.82 0.93
H 6.53 1.14 6.75
H -2.84 -2.08 -6.34
H 0.05 2.91 3.86
H 0.66 1.15 5.28
H -4.45 0.63 -3.46
H 5.46 4.69 2.97
H 6.02 2.38 -5.52
H 9.29 -4.46 0.48
H 9.22 -5.26 2.05
H 8.78 -2.14 0.63
H 6.33 -6.87 -1.67
*
```